75
Properties=species:S:1:pos:R:3 method="wB97M-V/def2-TZVPD" homo_lumo_gap_ev=5.93 e_tot_ha=-5082.55845 charge=+3
C 0.64389 5.19642 4.32116
H 2.19024 3.21713 -3.13539
O 0.19443 1.89744 1.88666
C 1.23770 1.76219 -1.86964
C -4.42105 -2.97475 2.46493
N 1.31120 0.53860 -1.31211
C 2.08139 -3.98591 0.42827
C 3.26392 -3.68356 -0.22653
H -0.65623 -1.22176 9.24530
C 2.35921 -0.26634 -1.56651
C -3.33580 -2.72200 7.79126
C 3.38631 -2.47132 -0.89489
H 3.75242 4.55507 5.51516
H -5.04192 -3.46440 3.20168
H 4.09030 -4.38225 -0.21809
H 4.21104 -0.51354 -2.62982
H -1.19006 -1.83958 -2.08543
H -3.25594 4.26390 -0.53166
C -2.92170 -2.17177 4.25796
H -4.49051 -3.19357 5.17111
H -0.08108 -0.67384 6.90207
H 1.94618 6.23565 5.66762
H -2.71924 1.95816 0.19622
H -1.17587 -1.09739 4.18490
C -2.89156 -1.77568 0.53040
C -1.30511 -1.54536 8.44333
C 2.83632 4.41834 4.95742
H -2.68046 -2.49460 9.79942
N 1.31002 1.98710 2.60839
H -0.14346 5.93449 4.38587
Br -6.33883 -3.99494 0.66022
C 2.24306 2.23439 -2.69161
C 0.00974 2.53895 -1.53860
C 2.69049 3.29754 4.16116
N -3.62587 -2.68510 5.26659
C -3.27371 -2.26728 2.83649
H 4.11478 1.74714 -3.61721
C -0.21892 3.82878 -1.97695
C -0.97448 -1.23369 7.14182
O 1.81584 0.09835 1.76007
C -2.10206 -1.32696 -1.78865
C -1.39856 4.46761 -1.61593
N 1.17485 -1.88038 -0.24276
H -0.43663 3.93949 2.94994
H -4.22674 -3.28298 8.03821
N 2.16035 1.08283 2.56742
H -1.59114 5.47773 -1.95322
C 1.50133 3.15830 3.45870
C -4.02922 -2.45183 0.15076
H -2.95939 -1.93026 -2.05416
C -4.79715 -3.06324 1.14057
C 1.81885 5.36421 5.03966
N -0.88898 1.89660 -0.76703
N -1.85148 -1.56539 4.76949
H 4.30844 -2.22568 -1.40008
C 3.32275 1.40690 -2.96283
O -2.03771 -1.10210 -0.35002
H -2.17858 -0.35350 -2.26401
H -4.35497 -2.51956 -0.87560
C -2.99519 -2.40440 6.48145
C -2.46594 -2.27638 8.76242
C -2.02431 2.51811 -0.42242
C -1.85488 -1.68420 6.16427
C 3.38186 0.13980 -2.40371
C 0.47229 4.08207 3.51395
C -2.32322 3.80353 -0.82508
C 2.32199 -1.59304 -0.89188
C 1.06422 -3.05254 0.39834
H 1.94565 -4.92172 0.95134
C -2.49725 -1.65976 1.85831
O -1.36386 -0.94805 2.12134
H 3.47967 2.56336 4.08930
H 0.12139 -3.24415 0.89962
H 0.50252 4.34267 -2.59445
Ce -0.06376 0.06631 0.67607